ORCA calculation (the ωB97M-V functional and the def2-TZVPD basis) on C6H10O in the gas phase.

Properties
HOMO energy (eV): -9.72
SMILES: C#C[C@](C)(O)CC
E_LUMO (hartree): 0.0302

```
! wB97M-V def2-TZVPD RIJCOSX def2/J DEFGRID3
* xyz 0 1
C 2.062 0.322 0.100
C 0.961 -0.523 -0.537
C -0.451 -0.134 -0.102
C -1.536 -0.906 -0.839
O -0.505 -0.502 1.297
C -0.710 1.336 -0.088
C -0.950 1.992 0.903
H 3.048 -0.089 -0.141
H 1.953 0.345 1.189
H 2.023 1.354 -0.267
H 1.065 -1.571 -0.231
H 1.038 -0.488 -1.631
H -2.523 -0.553 -0.515
H -1.474 -0.795 -1.925
H -1.426 -1.962 -0.573
H -1.425 -0.420 1.587
H -1.119 2.453 1.844
*
```


ORCA calculation (the ωB97M-V functional and the def2-TZVPD basis) on C6H10O in the gas phase.

Properties
HOMO energy (eV): -7.60
E_LUMO (hartree): -0.0038

```
! wB97M-V def2-TZVPD RIJCOSX def2/J DEFGRID3
* xyz 0 1
O 2.297 -0.689 -0.173
C 1.213 -0.175 0.400
C 0.005 -1.072 0.466
C -1.321 -0.474 -0.031
C -1.257 0.131 -1.427
C 0.211 1.743 1.431
C 1.318 1.128 0.847
H 2.124 -1.586 -0.491
H -0.388 0.793 -1.528
H -0.119 -1.392 1.507
H 0.231 -1.969 -0.127
H -1.601 0.298 0.682
H -2.081 -1.264 -0.004
H -1.214 -0.633 -2.210
H -2.133 0.754 -1.619
H 0.442 2.804 1.624
H 2.272 1.604 0.651
*
```


ORCA calculation (the ωB97M-V functional and the def2-TZVPD basis) on C6H10O in the gas phase.

Properties
HOMO energy (eV): -8.94
SMILES: C1=CCOCCC1
E_LUMO (hartree): 0.0395

```
! wB97M-V def2-TZVPD RIJCOSX def2/J DEFGRID3
* xyz 0 1
C -1.314 -0.281 0.410
C -0.691 -1.488 -0.200
O 0.572 -1.171 -0.730
C 1.453 -0.561 0.187
C 1.434 0.950 0.230
C 0.460 1.735 -0.233
C -0.826 1.114 -0.719
H -0.928 0.018 1.392
H -2.408 -0.466 0.595
H -0.624 -2.319 0.518
H -1.304 -1.816 -1.046
H 1.302 -0.965 1.202
H 2.450 -0.876 -0.131
H 2.303 1.392 0.717
H 0.651 2.818 -0.206
H -0.763 0.773 -1.762
H -1.768 1.143 -0.225
*
```


Result set for electronic energy: -309.74716; -309.72069; -309.72148 a.u., one per record in the order listed.
Result set for max |F|: 1.21; 0.28; 3.69 eV/Å, one per record in the order listed.
Result set for relative energy (zero: lowest compared OMol25 entry of this formula, charge and spin): 59.7; 76.4; 75.9 kcal per mole, one per record in the order listed.